# 1
Below is a single C5H6O molecule at a distorted geometry, with properties calculated with the ωB97M-V functional and the def2-TZVPD basis.

Each line ends with the Löwdin charge.
Positions of all 12 atoms, in Å:
C (2.63610, -0.51412, -0.17613)  0.083
C (1.49505, -0.13028, -0.25310)  -0.109
C (0.10769, 0.00154, 0.13543)  -0.254
C (-1.10931, -0.72372, -0.50912)  -0.125
O (-1.96466, 0.37940, -0.18510)  -0.117
C (-0.86406, 1.19274, 0.23907)  -0.140
H (3.44285, -0.95843, 0.35704)  0.030
H (0.45990, -0.27882, 1.14717)  0.151
H (-1.09152, -0.88598, -1.60098)  0.126
H (-1.41424, -1.65819, -0.02793)  0.117
H (-0.98436, 1.51171, 1.27969)  0.118
H (-0.71344, 2.06416, -0.40603)  0.121

Cartesian forces, eV/Å:
-0.5 0.1 0.3
0.7 0.0 -0.9
0.2 -0.1 0.5
0.3 -0.3 0.1
0.0 0.0 0.1
0.3 0.3 0.1
0.5 0.1 -0.6
-1.8 -0.4 0.2
0.4 0.1 0.4
0.0 0.1 0.0
-0.1 0.2 -0.2
0.1 -0.2 0.0

As for the SMILES: C#CC1COC1. The value obtained for the relative energy (zero: lowest compared OMol25 entry of this formula, charge and spin) is 87.8 kcal/mol. Its HOMO energy is -9.675 eV. For the energy, the calculation gives -269.2063 hartree. The multiplicity is 1.

***

# 2
Below is a molecular structure, C5H6O, with properties calculated with the ωB97M-V functional and the def2-TZVPD basis.

Each line ends with the Löwdin charge.
Positions of all 12 atoms, in Å:
C (2.46552, -1.27440, -0.67668)  0.123
C (1.46803, -0.72382, -0.28969)  -0.101
C (0.28808, -0.01758, 0.19008)  -0.310
C (-1.01554, -0.75822, 0.30889)  -0.096
O (-1.58042, -0.06157, -0.66201)  -0.001
C (-0.48867, 0.74468, -0.87300)  -0.118
H (3.34870, -1.76332, -1.02441)  0.028
H (0.49977, 0.54407, 1.10937)  0.142
H (-1.61586, -1.11506, 1.14065)  0.114
H (-1.70033, 1.62927, 1.67120)  0.069
H (-1.46331, 1.92008, 1.02145)  0.046
H (-0.20597, 0.87587, -1.91584)  0.105

Cartesian forces, eV/Å:
-0.4 0.2 0.1
0.4 -0.2 -0.2
0.1 0.0 0.0
-0.1 0.0 0.2
0.0 0.0 0.1
0.2 0.0 -0.2
-0.2 0.1 0.1
-0.1 -0.1 -0.1
0.1 0.0 -0.1
0.0 0.0 0.0
0.0 0.0 0.1
0.0 0.0 0.2

The value obtained for the relative energy (zero: lowest compared OMol25 entry of this formula, charge and spin) is 158.6 kcal/mol. Its HOMO energy is -7.815 eV. For the energy, the calculation gives -269.0934 hartree. The multiplicity is 1.

***

- What is the formula in the first record?
  C5H6O